Entry 1:
{"formula": "C19H29N3O3", "method": "ωB97M-V with the def2-TZVPD basis set", "e_tot_ev": -30768.4753, "fmax_ev_per_a": 16.32, "de_lowest_kcal_mol": 486.6, "species": ["C", "C", "H", "H", "O", "C", "O", "C", "N", "C", "O", "N", "C", "H", "C", "C", "H", "H", "C", "N", "C", "H", "H", "H", "C", "H", "H", "C", "C", "C", "C", "C", "C", "C", "H", "H", "H", "H", "H", "H", "H", "C", "H", "H", "H", "H", "H", "H", "H", "H", "H", "H", "H", "H"], "positions_angstrom": [[-3.485773, -2.819335, -0.138917], [-4.433907, -1.786092, 0.121742], [-4.442393, -1.507158, 1.178393], [-5.523388, -2.112618, -0.242829], [-4.305950, -0.714584, -0.697618], [-3.478073, 0.179849, 0.045253], [-2.922024, -0.073207, 1.189662], [-3.249844, 1.551695, -0.951882], [-2.246991, 2.374948, -0.343585], [-0.891772, 2.205489, -0.815612], [-0.829618, 2.015013, -1.914370], [-0.004143, 2.876159, -0.181482], [0.077734, 2.861552, 1.230905], [-0.896474, 3.526289, 1.673822], [0.409804, 1.763385, 2.000340], [1.739403, 1.274549, 1.828774], [2.097190, 0.206023, 2.249895], [2.506761, 2.005223, 2.080587], [1.951203, 1.205331, 0.120409], [3.073016, 0.579592, -0.145854], [4.222506, 1.372841, -0.240585], [5.037782, 0.857497, -0.147664], [4.284930, 2.312936, -0.826780], [4.262388, 1.850314, 1.024054], [3.029958, 0.007182, -1.780316], [2.112888, -0.060722, -1.976429], [3.744997, 0.090634, -2.258924], [3.407401, -1.493211, -1.380723], [2.237524, -2.348093, -0.397228], [2.433457, -2.316319, 0.948830], [1.404508, -2.709062, 1.606750], [0.264075, -3.441276, 0.933661], [0.240323, -3.424089, -0.300393], [1.188028, -3.036362, -1.120274], [1.099575, -3.007169, -2.172225], [-0.597247, -3.734610, -0.757321], [-0.460750, -3.837692, 1.496836], [1.464051, -2.761115, 3.001064], [3.238990, -1.769385, 1.357830], [4.227508, -1.605505, -0.766471], [3.507244, -2.207977, -2.169050], [1.297297, 2.488535, -0.272775], [1.323058, 2.246488, -1.564909], [2.070871, 3.085931, -0.222097], [0.972876, 0.414796, -0.126885], [0.560078, 1.925358, 3.186855], [-0.232822, 0.889540, 1.964130], [0.928514, 3.678311, 1.585247], [-2.211656, 2.456187, 0.656271], [-4.304980, 2.145330, -0.832454], [-2.889943, 1.311218, -1.891523], [-3.763412, -3.720230, 0.200187], [-2.372910, -2.432699, 0.029460], [-3.427226, -3.045616, -1.202105]], "atomic_forces_ev_per_a": [[5.01, 1.95, -2.82], [-5.92, -2.35, 0.44], [-0.35, -0.11, -0.25], [1.94, -0.11, 1.42], [3.28, 4.60, 1.95], [2.21, 0.36, 0.32], [-2.96, 1.69, -5.94], [-2.67, 0.37, 5.91], [1.55, -0.28, 1.44], [-7.84, 2.43, 4.32], [2.06, -4.12, -11.25], [4.11, 1.24, 6.65], [-3.89, 10.02, 3.96], [2.12, -2.04, -0.82], [-0.35, -4.58, 6.68], [5.07, -3.29, -3.87], [-1.32, 2.54, -0.69], [-0.02, 0.15, 0.57], [-10.25, -2.70, 6.32], [3.35, -1.69, -7.04], [-2.80, 6.10, 5.92], [4.86, -3.12, -0.51], [-0.23, -0.85, -0.22], [0.20, -0.75, -3.36], [-4.48, -5.66, 14.64], [-7.16, 0.49, -2.67], [11.64, 3.85, -8.83], [-4.71, -2.00, 1.49], [2.08, 1.06, -7.10], [1.73, 1.90, -1.81], [-5.59, -4.90, 7.14], [5.23, 3.75, 9.41], [-2.08, -1.60, -6.26], [5.58, 4.16, 1.24], [0.09, 0.03, -0.88], [-3.17, -1.71, -1.58], [-2.65, -1.17, 2.15], [-0.38, 0.30, -4.59], [0.84, 0.33, 0.40], [2.22, 0.50, 1.07], [0.20, 0.01, -1.16], [3.50, -4.38, -11.58], [0.60, 0.92, 2.72], [2.83, 4.88, 0.70], [2.54, 1.32, 0.60], [-1.67, 0.67, -2.31], [-0.73, 0.02, -0.30], [-1.97, -1.52, -1.31], [-1.01, -0.20, 0.41], [2.45, -1.66, -0.95], [-0.05, -0.77, -2.01], [-0.45, -3.21, 2.29], [-2.29, -1.20, 0.46], [-0.28, 0.33, -0.52]], "mulliken_charge": [-1.03, -0.17, 0.32, 0.24, -0.29, 0.60, -0.59, -0.86, -0.22, 0.75, -0.50, 0.51, -1.00, 0.24, 0.12, -0.88, -0.01, 0.54, 0.21, 0.76, -1.25, 0.57, 0.31, 0.21, -1.65, 0.55, 1.25, -1.43, 0.90, -0.46, -0.12, -0.68, -0.38, -1.06, 0.43, 0.65, 0.58, 0.05, 0.47, 0.46, 0.63, -2.52, 0.18, 0.73, 0.00, 0.30, 0.12, 0.38, 0.34, 0.28, 0.49, 0.63, -0.02, 0.34]}

=====

Entry 2:
{"formula": "C19H29N3O4S2", "method": "ωB97M-V with the def2-TZVPD basis set", "e_tot_ev": -54504.4820, "fmax_ev_per_a": 1.08, "smiles": "CSc1ccc(S(=O)(=O)N2CCC(C(=O)NCCN3CCOCC3)CC2)cc1", "de_lowest_kcal_mol": 15.3, "species": ["C", "H", "H", "H", "S", "C", "C", "C", "C", "C", "C", "H", "H", "S", "O", "O", "N", "C", "C", "H", "H", "C", "C", "C", "H", "H", "H", "H", "C", "O", "N", "H", "C", "H", "H", "C", "N", "C", "C", "O", "C", "C", "H", "H", "H", "H", "H", "H", "H", "H", "H", "H", "H", "H", "H", "H", "H"], "positions_angstrom": [[3.118767, -2.831803, -1.845097], [2.152991, -2.389382, -2.069609], [3.012142, -3.808482, -1.382352], [3.705120, -2.919972, -2.754470], [4.065962, -1.725349, -0.761007], [3.065172, -1.565204, 0.672736], [3.554313, -0.720413, 1.671843], [2.832601, -0.526296, 2.830273], [1.621892, -1.177041, 2.996259], [1.142746, -2.036742, 2.028078], [1.859667, -2.233517, 0.860714], [1.471325, -2.904390, 0.111894], [0.215035, -2.558769, 2.205931], [0.640178, -0.857384, 4.460412], [-0.210976, -1.988411, 4.692023], [1.519238, -0.416322, 5.502751], [-0.368732, 0.424547, 4.123756], [-1.518961, 0.185268, 3.292917], [-1.234252, 0.446498, 1.812672], [-0.509850, -0.280464, 1.441770], [-2.156759, 0.334334, 1.238727], [-0.651733, 1.853475, 1.608546], [0.565130, 2.054586, 2.515730], [0.225718, 1.728068, 3.970834], [-0.482847, 2.469021, 4.361219], [1.118246, 1.739556, 4.596379], [1.366106, 1.407803, 2.155537], [0.909304, 3.088197, 2.446847], [-0.220980, 1.941967, 0.148065], [0.809991, 1.442325, -0.255834], [-1.104384, 2.558232, -0.664881], [-1.955425, 2.933713, -0.276944], [-0.926874, 2.688287, -2.094589], [-0.971024, 3.750257, -2.354095], [0.067149, 2.306835, -2.333184], [-1.984050, 1.921834, -2.903280], [-1.513890, 0.627990, -3.357952], [-2.436295, 0.026799, -4.306957], [-1.835741, -1.274112, -4.838490], [-1.575136, -2.182294, -3.795543], [-0.697976, -1.604844, -2.858755], [-1.256405, -0.307803, -2.275879], [-0.513267, 0.112415, -1.600883], [-2.179807, -0.530578, -1.709390], [-0.559301, -2.348112, -2.071357], [0.266974, -1.386982, -3.341779], [-2.532138, -1.772623, -5.514723], [-0.902790, -1.043944, -5.374434], [-2.592750, 0.718466, -5.137628], [-3.413337, -0.191865, -3.838731], [-2.908469, 1.834025, -2.299954], [-2.226304, 2.500060, -3.798401], [-1.415386, 2.604872, 1.835549], [-2.327993, 0.841274, 3.636859], [-1.814328, -0.850915, 3.459753], [3.194178, 0.113913, 3.619304], [4.498212, -0.220599, 1.518821]], "atomic_forces_ev_per_a": [[0.17, 0.33, 0.51], [-0.09, -0.06, -0.09], [-0.07, -0.10, -0.06], [0.02, 0.00, -0.05], [0.04, -0.08, -0.24], [0.01, -0.11, -0.19], [-0.11, -0.06, -0.06], [0.13, 0.00, 0.05], [-0.37, 0.03, 0.60], [-0.06, -0.11, 0.07], [0.01, 0.08, 0.05], [-0.01, -0.07, -0.07], [-0.11, -0.09, -0.04], [-0.24, 0.11, 0.18], [-0.01, 0.00, -0.37], [0.20, 0.18, -0.28], [0.57, -0.82, 0.41], [-0.39, -0.38, -0.47], [-0.13, 0.16, 0.21], [-0.07, 0.04, -0.05], [-0.01, -0.05, -0.04], [0.39, -0.29, -0.15], [-0.21, 0.04, 0.06], [0.47, 0.47, -0.11], [0.06, -0.07, 0.06], [-0.06, 0.26, 0.00], [-0.05, 0.11, -0.02], [0.07, 0.01, 0.00], [-0.36, 0.27, 0.45], [0.36, -0.18, -0.06], [-0.32, 0.22, -0.15], [0.15, -0.07, 0.13], [-0.12, -0.05, -0.19], [0.06, -0.09, -0.02], [-0.08, 0.10, -0.03], [0.22, 0.07, -0.06], [-0.10, 0.01, -0.03], [0.15, -0.27, -0.11], [-0.23, 0.28, -0.17], [-0.11, -0.16, 0.04], [0.05, 0.22, 0.31], [0.16, -0.28, -0.12], [0.03, -0.02, 0.07], [0.02, 0.02, 0.01], [0.07, 0.07, -0.01], [-0.03, -0.03, 0.08], [0.06, 0.08, -0.02], [-0.08, -0.02, 0.00], [-0.04, -0.01, 0.00], [0.02, 0.03, -0.04], [0.01, 0.02, -0.07], [-0.06, 0.00, 0.05], [-0.03, 0.01, -0.03], [0.04, -0.07, 0.04], [-0.23, 0.13, -0.07], [0.12, 0.10, 0.06], [0.11, 0.09, 0.05]], "mulliken_charge": [-0.28, -0.26, 0.30, 0.40, -0.10, 0.81, -0.67, -0.82, 0.08, -1.02, -0.10, 0.36, 0.46, 1.33, -0.74, -0.75, 0.18, -1.45, 0.22, -0.36, 0.56, 0.23, -0.35, -1.15, 0.35, 0.50, -0.14, 0.61, -0.02, -0.67, -0.07, 0.27, -0.97, 0.46, 0.38, -0.59, -0.05, -0.56, -0.66, -0.45, -0.65, 0.12, 0.14, 0.08, 0.27, 0.29, 0.39, 0.33, 0.40, 0.33, 0.35, 0.43, 0.47, 0.36, 0.53, 0.47, 0.41]}